1.
{"formula": "C3H4Cl3NO2", "method": "ωB97M-V/def2-TZVPD", "lumo_energy_ev": -0.10, "gap_ev": 9.143, "e_above_lowest_kcal_mol": 135.4, "max_force_ev_per_a": 4.0, "elements": ["Cl", "Cl", "H", "H", "H", "H", "O", "C", "N", "Cl", "C", "C", "O"], "xyz": [[2.05643, 0.47200, 1.53508], [2.81343, 0.91216, -1.20710], [-2.29523, -0.36505, 0.46287], [-1.82643, -1.99425, 0.77434], [0.10467, 2.85348, 0.73053], [-2.27510, -1.66026, -0.83967], [-0.17941, 1.62908, -0.78695], [1.77889, -0.11951, -0.16751], [-0.42154, -0.98845, -0.10066], [2.43895, -1.75881, -0.32163], [-1.82812, -1.21509, -0.00144], [0.34133, -0.09287, -0.37192], [-0.70786, 2.32759, 0.29407]], "mulliken_charge": [-0.14, -0.10, 0.31, 0.33, 0.33, 0.31, -0.31, 0.49, -0.20, -0.11, -0.83, 0.26, -0.34]}

2.
{"formula": "C3H4Cl6", "method": "ωB97M-V/def2-TZVPD", "smiles": "ClC(Cl)(Cl)Cl.ClCCCl", "lumo_energy_ev": 0.39, "gap_ev": 11.179, "e_above_lowest_kcal_mol": 0.4, "max_force_ev_per_a": 0.6, "elements": ["Cl", "Cl", "H", "Cl", "Cl", "C", "Cl", "C", "H", "H", "H", "Cl", "C"], "xyz": [[16.76497, 12.54089, -12.80550], [15.76177, 9.82294, -12.86535], [17.49065, 8.42257, -14.61819], [16.19540, 11.30088, -15.31048], [14.02066, 11.98616, -13.57190], [18.73056, 6.89740, -13.71173], [17.67337, 6.80037, -12.25642], [15.70180, 11.41496, -13.63710], [19.72470, 6.85955, -13.28095], [18.44264, 6.02086, -14.28269], [19.05758, 8.18822, -15.43379], [19.29810, 9.53968, -13.56590], [18.54047, 8.18741, -14.47897]], "mulliken_charge": [-0.08, -0.06, 0.22, -0.10, -0.11, -0.46, -0.19, 0.34, 0.32, 0.31, 0.33, -0.16, -0.36]}

3.
{"formula": "C3H4ClF", "method": "ωB97M-V/def2-TZVPD", "smiles": "F[C@@H]1C[C@H]1Cl", "lumo_energy_ev": 1.09, "gap_ev": 11.323, "e_above_lowest_kcal_mol": 25.5, "max_force_ev_per_a": 2.9, "elements": ["H", "C", "Cl", "H", "C", "H", "F", "H", "C"], "xyz": [[-1.22027, -0.03986, -0.94774], [0.08094, 0.68096, 0.48390], [-0.43636, 2.23960, -0.00708], [0.92774, -0.23171, -1.37632], [0.71633, -0.34975, -0.31759], [0.39323, 0.58572, 1.50718], [-1.22370, -1.60040, 0.50377], [1.52300, -0.84229, 0.17460], [-0.76091, -0.44226, -0.02071]], "mulliken_charge": [0.33, -0.11, -0.18, 0.22, -0.51, 0.33, -0.29, 0.27, -0.06]}

4.
{"formula": "C3H4ClF", "method": "ωB97M-V/def2-TZVPD", "lumo_energy_ev": [0.13, 0.34], "gap_ev": [8.709, 8.497], "e_above_lowest_kcal_mol": 72.5, "max_force_ev_per_a": 5.0, "elements": ["C", "H", "F", "C", "H", "H", "H", "C", "Cl"], "xyz": [[1.14252, -0.24817, -0.70857], [1.12822, -0.72828, -1.64605], [-2.05277, -1.01174, -0.20551], [-0.94190, -0.78650, 0.48409], [-0.39702, -1.72391, 0.65293], [-0.50927, 1.18840, -0.53626], [0.26787, 0.80820, 0.88912], [0.01069, 0.38255, 0.03334], [2.57158, -0.42889, 0.15092]], "mulliken_charge": [-0.45, 0.43, -0.22, -0.23, 0.30, 0.28, 0.34, -0.31, -0.14]}

5.
{"formula": "C3H4ClF", "method": "ωB97M-V/def2-TZVPD", "lumo_energy_ev": [-0.19, -1.07], "gap_ev": [9.502, 8.252], "e_above_lowest_kcal_mol": 112.6, "max_force_ev_per_a": 5.2, "elements": ["H", "C", "C", "Cl", "C", "F", "H", "H", "H"], "xyz": [[1.86154, 0.75040, -0.78068], [-1.04491, -1.22763, 0.28682], [-0.85357, -0.10236, -0.37442], [-2.41115, -2.26215, -0.23358], [1.60058, 1.23164, 0.20717], [-1.72329, 0.51987, -1.06925], [1.53617, 0.58378, 1.07379], [-0.25066, -1.66401, 0.82851], [1.28529, 2.17047, 0.06164]], "mulliken_charge": [0.28, -0.25, 0.19, -0.19, -0.88, -0.16, 0.31, 0.33, 0.37]}

6.
{"formula": "C3H4ClF3", "method": "ωB97M-V/def2-TZVPD", "smiles": "CC(F)(F)[C@@H](F)Cl", "lumo_energy_ev": 0.89, "gap_ev": 11.420, "e_above_lowest_kcal_mol": 0.0, "max_force_ev_per_a": 7.0, "elements": ["C", "C", "H", "H", "H", "H", "F", "Cl", "F", "C", "F"], "xyz": [[0.38712, -0.57975, -0.20957], [-1.18938, 0.17114, -0.72260], [1.77045, -0.33464, 1.33591], [-1.64572, -0.32245, -1.54473], [0.24371, -0.14737, 1.86127], [1.00497, 1.21609, 0.86548], [1.17781, -0.37712, -1.39090], [-0.77809, 1.82396, -1.26864], [0.11014, -1.88206, -0.30010], [0.84118, 0.09755, 1.00649], [-1.92220, 0.33465, 0.36739]], "mulliken_charge": [0.79, -0.03, 0.37, 0.35, 0.35, 0.32, -0.29, -0.17, -0.28, -1.18, -0.23]}

7.
{"formula": "C3H4ClFO", "method": "ωB97M-V/def2-TZVPD", "smiles": "O[C@@H]1C[C@]1(F)Cl", "lumo_energy_ev": 0.54, "gap_ev": 10.734, "e_above_lowest_kcal_mol": 49.1, "max_force_ev_per_a": 5.0, "elements": ["H", "C", "Cl", "H", "F", "O", "C", "H", "C", "H"], "xyz": [[0.09693, 0.06798, 1.74817], [0.61647, -0.27382, -0.30931], [-2.26144, -0.66278, 0.01057], [-0.02134, -1.92781, -0.96266], [-0.82789, 1.53184, -0.72190], [0.75535, -1.65727, -0.37387], [-0.70298, 0.36334, -0.05823], [0.73925, 1.56710, 0.71461], [0.38983, 0.50516, 0.92041], [1.21583, 0.48627, -0.96779]], "mulliken_charge": [0.41, 0.02, -0.19, 0.36, -0.25, -0.49, 0.44, 0.24, -0.73, 0.20]}

8.
{"formula": "C3H4ClFS", "method": "ωB97M-V/def2-TZVPD", "smiles": "F[C@@]1(Cl)C[C@@H]1S", "lumo_energy_ev": 0.64, "gap_ev": 10.368, "e_above_lowest_kcal_mol": 33.5, "max_force_ev_per_a": 4.2, "elements": ["S", "H", "Cl", "C", "F", "H", "H", "H", "C", "C"], "xyz": [[0.89190, -1.67367, 0.94057], [-1.50029, -0.37782, 0.78596], [0.41756, 1.96318, 1.29767], [-0.01181, 0.91915, -0.16603], [0.18902, 1.54508, -1.39489], [-1.99000, -0.04714, -0.85371], [0.66368, -0.63379, -1.36903], [2.18327, -1.24781, 1.14818], [-1.16564, -0.00996, -0.08879], [0.32231, -0.43723, -0.29995]], "mulliken_charge": [-0.23, 0.39, -0.19, 0.67, -0.25, 0.21, 0.31, 0.14, -0.82, -0.24]}

9.
{"formula": "C3H4ClI", "method": "ωB97M-V/def2-TZVPD", "lumo_energy_ev": [-0.61, -0.24], "gap_ev": [7.752, 8.353], "e_above_lowest_kcal_mol": 67.1, "max_force_ev_per_a": 5.3, "elements": ["H", "H", "C", "C", "H", "H", "C", "Cl", "I"], "xyz": [[0.00652, 1.59069, -0.83202], [0.14665, -1.29397, -1.10556], [0.32073, 0.67186, -0.13865], [-0.87996, 0.32159, 0.80901], [-0.73812, -0.56305, 1.44151], [1.06721, 1.15119, 0.44305], [0.74158, -0.64059, -0.66850], [2.12910, -1.16376, 0.12639], [-2.79371, -0.07395, -0.07522]], "mulliken_charge": [0.25, 0.48, -0.34, -0.62, 0.37, 0.32, -0.35, -0.14, 0.03]}

10.
{"formula": "C3H4ClN3", "method": "ωB97M-V/def2-TZVPD", "smiles": "N=C=C=N.C=NCl", "lumo_energy_ev": -0.30, "gap_ev": 7.944, "e_above_lowest_kcal_mol": 129.6, "max_force_ev_per_a": 3.0, "elements": ["H", "H", "Cl", "N", "N", "C", "N", "C", "C", "H", "H"], "xyz": [[-0.76871, -0.66463, 2.31661], [-1.86189, 3.00634, 0.40942], [0.62905, 1.52500, -0.20723], [-0.19716, 0.89799, 1.18171], [-2.00971, -1.13439, -0.05488], [-2.48091, -0.02181, -0.11726], [-2.54520, 2.40474, 0.08103], [-0.15295, -0.30542, 1.49749], [-2.32793, 1.23029, 0.18632], [0.55243, -0.95348, 0.96676], [-1.03064, -1.35994, 0.31978]], "mulliken_charge": [0.42, 0.31, -0.07, -0.35, -0.63, 0.30, -0.50, -0.61, 0.42, 0.41, 0.30]}

11.
{"formula": "C3H4ClN3O", "method": "ωB97M-V/def2-TZVPD", "smiles": "CNc1nnoc1Cl", "lumo_energy_ev": 0.67, "gap_ev": 9.313, "e_above_lowest_kcal_mol": 66.1, "max_force_ev_per_a": 2.6, "elements": ["N", "N", "N", "C", "H", "H", "H", "O", "Cl", "H", "C", "C"], "xyz": [[-2.71434, -0.82322, 0.06595], [-1.59930, -1.30010, -0.14822], [0.66108, -0.63596, -0.38928], [-0.63722, -0.30552, -0.20213], [1.92455, -0.10843, 1.33093], [0.84784, -1.65739, -0.60865], [2.66446, -0.26052, -0.28606], [-2.62811, 0.56583, 0.13134], [-0.80326, 2.49637, -0.14839], [1.76621, 1.11895, 0.11819], [-1.28108, 0.86234, -0.11045], [1.79915, 0.04765, 0.24676]], "mulliken_charge": [-0.14, -0.25, -0.27, 0.11, 0.28, 0.28, 0.35, -0.12, -0.15, 0.28, 0.49, -0.85]}

12.
{"formula": "C3H4ClNO2S", "method": "ωB97M-V/def2-TZVPD", "lumo_energy_ev": [-2.28, -2.28], "gap_ev": [5.632, 5.628], "e_above_lowest_kcal_mol": 68.0, "max_force_ev_per_a": 3.3, "elements": ["S", "H", "H", "N", "H", "C", "O", "H", "C", "O", "C", "Cl"], "xyz": [[1.93778, -1.62256, -0.44979], [-0.79156, -0.21563, -1.06230], [0.52980, 0.70939, 2.16253], [0.16569, 1.18319, 0.16336], [1.02931, 1.35136, -0.45702], [-1.16391, -0.13434, 0.92520], [-1.99892, -0.74615, 1.55790], [-1.62993, 1.23499, -0.80820], [0.13126, 0.40466, 1.28334], [2.07682, -0.21855, -0.93960], [-0.99172, 0.55707, -0.41147], [0.70538, -2.50344, -1.96395]], "mulliken_charge": [0.31, 0.16, 0.35, -0.15, 0.37, 0.59, -0.54, 0.32, -0.37, -0.50, -0.29, -0.24]}

13.
{"formula": "C3H4ClO5S", "method": "ωB97M-V/def2-TZVPD", "charge": -1, "lumo_energy_ev": 3.10, "gap_ev": 7.762, "e_above_lowest_kcal_mol": 4.6, "max_force_ev_per_a": 6.2, "elements": ["O", "C", "C", "C", "H", "O", "H", "Cl", "H", "S", "O", "H", "O", "O"], "xyz": [[1.44222, -0.38009, -1.56668], [-1.29254, -0.32521, -0.21338], [-0.98274, -0.30683, 1.34263], [-1.57323, 1.18035, 0.04570], [-0.31960, -0.38726, -0.90204], [-1.97254, 2.14136, -0.54780], [-1.66056, -0.78657, 1.89148], [-2.67072, -1.31245, -0.68695], [0.13375, -0.45400, 1.47957], [2.35426, 0.21572, -0.18967], [-1.20781, 1.11543, 1.33114], [1.96243, 0.03249, -2.30481], [2.06521, -0.59902, 0.99549], [3.72189, -0.13391, -0.67467]], "mulliken_charge": [-0.61, 0.55, -0.40, 0.49, 0.06, -0.60, 0.41, -0.25, 0.15, 0.51, -0.33, 0.28, -0.65, -0.64]}

14.
{"formula": "C3H4CoLiO3", "method": "ωB97M-V/def2-TZVPD", "charge": 2, "lumo_energy_ev": [-10.81, -14.00], "gap_ev": [8.783, 5.501], "spin_multiplicity": 5, "s_squared": 6.01, "e_above_lowest_kcal_mol": 67.7, "max_force_ev_per_a": 6.1, "elements": ["Li", "H", "Co", "H", "O", "H", "H", "C", "O", "O", "C", "C"], "xyz": [[1.71287, -0.75820, -1.39588], [0.04927, -1.89763, 2.63354], [0.58112, 0.57156, 1.62321], [-1.44592, -0.10446, -0.54752], [-0.91270, 1.63525, 0.54731], [-0.90228, -2.27526, 0.10510], [1.69765, -1.62279, 1.86007], [-0.68414, 0.99341, -0.48973], [0.50809, 0.69907, -0.74046], [0.95291, -2.14486, -0.47242], [0.10696, -2.01842, 0.49524], [0.60243, -1.52992, 1.76197]], "lowdin_spin": [0.00, 0.01, 2.79, 0.00, 0.07, 0.04, 0.01, 0.02, 0.09, 0.72, 0.10, 0.14]}

15.
{"formula": "C3H4CoO3", "method": "ωB97M-V/def2-TZVPD", "charge": 2, "lumo_energy_ev": [-11.44, -12.66], "gap_ev": [9.015, 7.763], "spin_multiplicity": 4, "s_squared": 3.75, "e_above_lowest_kcal_mol": 35.0, "max_force_ev_per_a": 6.1, "elements": ["H", "H", "H", "O", "C", "O", "C", "Co", "C", "O", "H"], "xyz": [[-1.29649, -0.68408, -1.33016], [1.33507, -1.83907, 0.06524], [-0.12886, -0.72467, 1.47069], [-1.11294, 1.46534, -0.16115], [0.07355, 1.30292, 0.26149], [1.16534, -0.91139, -0.14936], [-0.01870, -0.41144, 0.42670], [2.46419, 0.52119, -0.37237], [-1.29395, -0.23943, -0.33128], [1.13134, 1.86634, 0.09250], [-2.31856, -0.34571, 0.02769]], "lowdin_spin": [0.00, 0.00, 0.00, 0.01, 0.01, 0.06, 0.01, 2.83, 0.00, 0.08, 0.00]}

16.
{"formula": "C3H4CrO2", "method": "ωB97M-V/def2-TZVPD", "charge": 2, "lumo_energy_ev": [-12.73, -11.63], "gap_ev": [5.412, 6.443], "spin_multiplicity": 5, "s_squared": 6.04, "e_above_lowest_kcal_mol": 0.0, "max_force_ev_per_a": 4.4, "elements": ["C", "H", "O", "Cr", "C", "H", "C", "O", "H", "H"], "xyz": [[-0.63496, 0.04150, 0.05525], [1.13806, 0.28978, -1.22389], [1.48128, -0.88144, 0.41014], [3.15136, -1.58831, 0.55217], [0.76198, -0.15325, -0.28932], [-0.43997, -1.12539, 1.55541], [-1.26925, 1.06280, -0.55527], [-1.11973, -0.57650, 1.14117], [-2.22207, 1.43913, -0.18358], [-0.84668, 1.49169, -1.46207]], "lowdin_spin": [0.00, 0.00, -0.03, 3.98, -0.05, 0.00, 0.09, 0.00, 0.00, 0.00]}

17.
{"formula": "C3H4CrO3", "method": "ωB97M-V/def2-TZVPD", "lumo_energy_ev": [-1.22, -1.34], "gap_ev": [6.207, 6.185], "spin_multiplicity": 5, "s_squared": 6.03, "e_above_lowest_kcal_mol": 24.0, "max_force_ev_per_a": 5.3, "elements": ["O", "Cr", "C", "H", "H", "O", "C", "C", "O", "H", "H"], "xyz": [[3.13918, -4.55184, 0.68413], [4.77188, -3.40033, 1.33500], [2.71167, -4.52569, 1.88562], [1.68770, -4.90666, 2.07498], [4.47084, -6.11118, 2.56928], [3.14309, -3.59601, 2.64426], [6.25179, -7.17357, 2.09466], [5.66321, -6.01165, 2.45303], [5.99468, -4.82965, 2.03512], [5.65219, -7.88039, 1.51321], [7.33245, -7.21362, 1.93546]], "lowdin_spin": [0.05, 3.92, 0.02, 0.00, 0.00, 0.00, 0.02, -0.01, 0.00, 0.00, 0.00]}

18.
{"formula": "C3H4CsO3", "method": "ωB97M-V/def2-TZVPD", "charge": 1, "lumo_energy_ev": [-4.00, -4.00], "gap_ev": [7.968, 7.967], "e_above_lowest_kcal_mol": 136.1, "max_force_ev_per_a": 6.2, "elements": ["H", "O", "C", "H", "O", "C", "C", "H", "H", "Cs", "O"], "xyz": [[-1.61303, 0.72611, 0.86717], [0.08849, 1.75291, -0.61901], [-0.69253, -1.03013, 0.07161], [-0.98496, -1.69648, 0.89986], [2.31794, 1.34892, -0.32351], [1.16869, 1.19150, -0.56945], [-1.53860, 0.20190, -0.09742], [-1.43061, -0.58297, -1.18784], [-2.61566, 0.03270, -0.22435], [4.71479, -1.15220, 1.19951], [0.58546, -0.79226, -0.01657]], "mulliken_charge": [0.36, -0.39, 0.10, 0.39, -0.45, 0.82, -0.81, 0.20, 0.34, 0.99, -0.54]}

19.
{"formula": "C3H4CsO4", "method": "ωB97M-V/def2-TZVPD", "lumo_energy_ev": [-0.61, -0.64], "gap_ev": [3.778, 7.022], "spin_multiplicity": 2, "s_squared": 0.76, "e_above_lowest_kcal_mol": 65.4, "max_force_ev_per_a": 2.6, "elements": ["O", "C", "Cs", "H", "O", "C", "H", "H", "C", "O", "O", "H"], "xyz": [[1.06032, -1.59158, -1.65137], [-0.54854, 1.87869, 0.14777], [-1.58672, -0.43412, 2.93715], [1.33204, 0.88566, -0.58503], [-0.14623, -0.50824, -0.08395], [0.23944, 0.83192, -0.52139], [-0.62202, 1.67954, -1.27505], [-0.16383, 2.91909, 0.07160], [0.41443, -1.57328, -0.63259], [-1.21643, 1.72735, 1.28580], [0.25028, -2.59884, 0.20142], [0.98726, -3.21620, 0.10564]], "lowdin_spin": [0.01, 0.32, 0.02, 0.05, 0.03, 0.32, 0.04, 0.02, 0.02, 0.17, 0.00, 0.00]}

20.
{"formula": "C3H4CuLiO3", "method": "ωB97M-V/def2-TZVPD", "charge": 1, "lumo_energy_ev": [-4.63, -4.67], "gap_ev": [6.951, 8.920], "spin_multiplicity": 2, "s_squared": 0.75, "e_above_lowest_kcal_mol": 0.0, "max_force_ev_per_a": 3.4, "elements": ["H", "H", "H", "C", "H", "C", "C", "Li", "O", "Cu", "O", "O"], "xyz": [[-0.93487, -0.84444, 1.13883], [-0.68804, 1.70358, 1.09824], [0.25984, -0.32442, 2.31125], [-1.37666, 0.69392, -2.54927], [0.91997, 1.41168, 0.20117], [0.02811, 0.99300, 0.67838], [0.07985, -0.39851, 1.21089], [2.06981, -2.25265, 1.54650], [-2.07183, 1.45670, -2.01688], [1.16465, -1.19706, -1.47562], [-0.47992, -0.03544, -2.72791], [1.02909, -1.20637, 0.58441]], "lowdin_spin": [0.02, 0.04, 0.03, 0.02, 0.04, 0.70, 0.12, 0.00, 0.01, 0.01, 0.01, 0.00]}